<w>
A 2-piece molecular cluster, C4H11NO3 overall, computed with wB97M-V/def2-TZVPD.

Properties
LUMO energy = 0.02034 Ha
Charge = 0
HOMO-LUMO gap = 9.9526 eV

Geometry (Å):
C 1.5169 2.1633 0.4706
C 0.3855 1.6989 -0.4135
N 0.0066 0.4039 -0.3135
C 0.6718 -0.6412 0.4611
C 0.5019 -1.9962 -0.2037
O -0.6412 -2.6961 0.2982
O -0.1739 2.4720 -1.1776
H 1.5149 1.6664 1.4396
H 2.4883 2.0083 0.0029
H 1.3754 3.2185 0.6474
H -0.8522 0.1138 -0.7646
H 1.7331 -0.4139 0.5385
H 0.2737 -0.6843 1.4853
H 1.3588 -2.6204 0.0405
H 0.3977 -1.8636 -1.2725
H -1.3986 -2.5534 -0.2833
H -3.2228 0.5350 -0.7495
H -3.0565 -0.4587 0.3696
O -2.8795 -0.3523 -0.5752


<x>
A 2-piece molecular cluster, C4H11NO3 overall, computed with wB97M-V/def2-TZVPD.

Properties
LUMO energy = 0.02348 Ha
Charge = 0
HOMO-LUMO gap = 10.6634 eV

Geometry (Å):
C 1.0590 -1.1937 0.7479
N -0.2872 -1.2641 0.7743
C -1.2328 0.9649 0.7044
C -1.2687 -0.4377 0.0240
C -0.8673 -0.3521 -1.4628
O -1.9781 0.0969 -2.2005
O 1.7059 -0.6000 -0.1037
H 1.5176 -1.7315 1.5811
H -0.6829 -1.8558 1.4910
H -1.5604 0.7443 1.7223
H -2.0722 1.5504 0.3174
H -0.3060 1.5128 0.5946
H -2.2386 -0.8740 0.2225
H -0.0062 0.3179 -1.5453
H -0.4680 -1.2805 -1.8786
H -1.8782 0.9971 -2.5446
H 4.0602 1.5235 0.1337
H 2.9179 0.6366 0.4984
O 3.5859 1.2450 0.9239


Short version: <x> is the least stable of them.